1.
A structure of composition C27H22N9OTl at a distorted geometry, computed with ωB97M-V/def2-TZVPD.

## Properties
Kohn-Sham gap   5.543 eV
Energy relative to the best compared isomer or geometry (same formula, charge and spin)   62.2 kJ/mol

Structure (XYZ):
```
60
Properties=species:S:1:pos:R:3:lowdin_charge:R:1
Tl 0.662 0.377 -0.413 0.7595
C -0.509 5.865 -2.723 -0.0736
C -1.801 5.614 -2.272 -0.0733
C -2.086 4.438 -1.610 -0.0142
C -1.073 3.495 -1.394 -0.2521
C 0.230 3.774 -1.811 -0.0256
C 0.505 4.951 -2.483 -0.0706
N -1.287 2.236 -0.818 0.0098
N -2.475 1.956 -0.583 0.1023
C -2.756 0.650 -0.181 -0.3161
C -4.068 0.401 0.219 0.0056
C -4.448 -0.898 0.498 -0.0535
C -3.517 -1.912 0.340 -0.0482
C -2.228 -1.574 -0.049 -0.1383
N -1.845 -0.327 -0.275 0.0574
H -0.292 6.774 -3.269 0.1057
H -2.581 6.342 -2.452 0.1061
H -3.080 4.215 -1.251 0.1051
H 1.007 3.045 -1.624 0.0653
H 1.509 5.151 -2.832 0.1079
H -4.755 1.233 0.295 0.1145
H -5.459 -1.117 0.816 0.1123
H -3.777 -2.947 0.511 0.1128
H -1.466 -2.335 -0.179 0.1144
N 0.026 -0.421 -2.733 0.0268
C -0.229 -0.869 -3.774 -0.2142
C -0.544 -1.412 -5.007 -0.3054
C 0.392 -2.217 -5.689 -0.2651
N 1.157 -2.875 -6.251 0.1055
C -1.800 -1.160 -5.597 -0.2673
N -2.827 -0.957 -6.085 0.1038
N 0.739 1.769 2.984 0.1006
C -0.022 1.455 2.161 -0.1235
H 1.402 1.987 3.695 0.0846
C 1.053 -4.588 5.002 -0.0090
N 1.586 -3.648 4.032 -0.0911
N 0.690 -2.864 3.310 0.0585
C 1.233 -2.612 2.025 -0.3903
O 0.731 -1.923 1.136 -0.1258
C 2.470 -3.347 2.009 0.0688
C 2.619 -3.971 3.201 -0.2734
C 3.687 -4.897 3.660 -0.0085
C -0.251 -2.078 4.010 -0.1972
C -1.449 -1.737 3.396 -0.0055
C -2.374 -0.954 4.067 -0.0673
C -2.124 -0.521 5.360 -0.0869
C -0.932 -0.874 5.977 -0.0814
C 0.007 -1.645 5.309 -0.0357
H 0.116 -4.206 5.395 0.0857
H 1.753 -4.696 5.829 0.0963
H 0.867 -5.569 4.555 0.1000
H 3.157 -3.345 1.182 0.1230
H 4.509 -4.898 2.950 0.0883
H 3.306 -5.917 3.747 0.0889
H 4.067 -4.596 4.636 0.0899
H -1.642 -2.082 2.396 0.0892
H -3.300 -0.688 3.575 0.1032
H -2.852 0.086 5.881 0.1037
H -0.734 -0.555 6.992 0.1046
H 0.940 -1.904 5.794 0.1132
```

***

2.
A structure of composition C27H22NO4PRu at a distorted geometry, computed with ωB97M-V/def2-TZVPD.

## Properties
Net charge   +2
Kohn-Sham gap (alpha / beta)   4.195 / 4.222 eV

Structure (XYZ):
```
56
Properties=species:S:1:pos:R:3:lowdin_charge:R:1
Ru 1.155 -0.890 -0.641 0.9382
O 4.845 -0.174 0.901 0.1427
C 3.688 -0.399 0.732 -0.6389
O 3.130 -0.773 -0.408 -0.1990
C 2.724 -0.264 1.980 -0.1694
P 1.349 -1.297 1.517 0.9670
C -0.331 -1.001 2.045 -0.1839
C -0.764 -0.227 3.078 -0.0141
C -2.142 -0.107 3.317 0.0924
C -3.136 -0.722 2.512 -0.0003
C -2.768 -1.424 1.423 0.0779
C -1.331 -1.616 1.078 -0.2616
C 1.698 -3.047 1.518 -0.3459
C 1.786 -3.633 0.252 -0.1033
C 2.102 -4.972 0.131 -0.0344
C 2.332 -5.723 1.280 -0.0269
C 2.244 -5.148 2.540 -0.0385
C 1.925 -3.803 2.667 -0.0540
H 2.390 0.774 2.009 0.0969
H 3.242 -0.525 2.898 0.1074
H -0.057 0.239 3.754 0.1342
H -2.466 0.467 4.181 0.1446
H -4.181 -0.602 2.765 0.1369
H -3.496 -1.878 0.761 0.1547
H -1.124 -2.696 1.022 0.1895
H 1.634 -3.063 -0.665 0.0719
H 2.186 -5.430 -0.845 0.1246
H 2.589 -6.770 1.185 0.1253
H 2.433 -5.743 3.423 0.1230
H 1.867 -3.347 3.648 0.1187
O -1.115 -1.196 -0.287 -0.1484
O -1.816 0.085 -0.370 -0.0244
N 0.827 0.971 -0.481 0.0492
C -0.049 1.678 -1.033 -0.2149
C 0.022 3.153 -1.169 -0.1724
C 0.813 3.862 -0.266 -0.0217
C 0.925 5.235 -0.372 -0.0432
C 0.267 5.916 -1.390 -0.0443
C -0.498 5.217 -2.306 -0.0457
C -0.616 3.837 -2.197 -0.0309
C -1.342 0.851 -1.543 -0.3323
C -0.892 0.061 -2.698 0.0447
C -1.529 0.114 -3.902 -0.0008
C -2.673 0.907 -4.048 0.0475
C -3.158 1.707 -3.002 -0.0219
C -2.527 1.691 -1.801 0.0499
H 1.328 3.325 0.519 0.1091
H 1.531 5.780 0.340 0.1187
H 0.365 6.991 -1.478 0.1204
H -0.987 5.739 -3.118 0.1181
H -1.163 3.300 -2.962 0.1050
H 0.030 -0.495 -2.630 0.0933
H -1.149 -0.444 -4.747 0.1355
H -3.188 0.914 -5.003 0.1388
H -4.035 2.324 -3.149 0.1381
H -2.897 2.274 -0.965 0.1567
```

***

3.
A structure of composition C27H23BBrN6O6W, computed with ωB97M-V/def2-TZVPD.

## Properties
Net charge   +1
Kohn-Sham gap   5.701 eV
Energy relative to the best compared isomer or geometry (same formula, charge and spin)   0.0 kJ/mol

Structure (XYZ):
```
65
Properties=species:S:1:pos:R:3:lowdin_charge:R:1
W -0.743 0.967 -0.018 1.9210
O -1.118 -0.539 -1.035 -0.2469
N -2.430 -0.058 -0.514 -0.1120
N -2.877 0.935 -1.361 -0.1444
O -1.818 1.901 -1.299 -0.2682
C -3.217 0.599 -2.716 -0.2232
C -3.436 -0.720 -3.078 -0.0172
C -3.836 -0.993 -4.379 -0.0600
C -3.990 0.032 -5.299 -0.0711
C -3.758 1.347 -4.917 -0.0650
C -3.378 1.641 -3.618 -0.0269
H -3.300 -1.518 -2.362 0.1124
H -4.016 -2.019 -4.673 0.1129
H -4.295 -0.192 -6.312 0.1106
H -3.885 2.151 -5.630 0.1116
H -3.216 2.664 -3.304 0.1180
C 0.370 2.051 -3.071 0.0054
O 0.671 1.231 -1.920 -0.2016
C 1.642 0.264 -2.076 -0.1988
C 2.272 -0.079 -3.252 -0.0304
C 3.265 -1.056 -3.189 -0.6541
Br 4.150 -1.534 -4.780 0.8159
C 3.613 -1.678 -2.006 -0.0395
C 2.948 -1.348 -0.823 -0.0555
C 1.976 -0.374 -0.901 -0.1514
O 1.253 0.087 0.203 -0.0876
C 3.340 -1.954 0.455 -0.2731
N 4.550 -2.313 0.736 0.2016
C 4.498 -2.794 2.041 -0.2133
C 5.519 -3.315 2.834 -0.0048
C 5.180 -3.745 4.100 -0.0753
C 3.862 -3.661 4.577 -0.0705
C 2.841 -3.137 3.809 -0.0071
C 3.195 -2.704 2.537 -0.1805
N 2.451 -2.113 1.515 0.1520
H 1.305 2.445 -3.464 0.1164
H -0.257 2.859 -2.718 0.0933
H -0.161 1.460 -3.815 0.1137
H 2.023 0.385 -4.194 0.1140
H 4.397 -2.421 -1.971 0.1230
H 1.751 0.019 1.039 0.1500
H 6.530 -3.380 2.459 0.1167
H 5.943 -4.160 4.744 0.1066
H 3.642 -4.012 5.576 0.1085
H 1.828 -3.059 4.181 0.0934
H 1.459 -2.262 1.404 0.1571
O 0.155 4.765 1.015 0.2010
C -0.356 3.695 0.965 -0.4678
O 0.210 2.609 0.372 -0.1742
C -1.690 3.348 1.547 -0.1565
C -2.442 4.226 2.291 0.0530
C -3.658 3.780 2.793 0.0081
C -4.067 2.482 2.530 0.0063
C -3.258 1.655 1.771 -0.0682
N -2.092 2.094 1.294 -0.0299
H -2.065 5.224 2.467 0.1410
H -4.278 4.438 3.386 0.1291
H -5.004 2.100 2.908 0.1270
H -3.527 0.634 1.540 0.1208
B -0.783 -1.433 4.076 -0.3641
C -0.777 -0.667 2.742 -0.1094
N -0.768 -0.082 1.734 0.0036
H -0.782 -2.603 3.775 0.0367
H -1.789 -1.083 4.642 0.0314
H 0.228 -1.085 4.641 0.0367
```

***

4.
A structure of composition C27H23F5N4O2PS5SeTa, computed with ωB97M-V/def2-TZVPD.

## Properties
Net charge   +2
Kohn-Sham gap   5.657 eV
Energy relative to the best compared isomer or geometry (same formula, charge and spin)   0.0 kJ/mol

Structure (XYZ):
```
69
Properties=species:S:1:pos:R:3:lowdin_charge:R:1
Ta 1.462 -0.787 -0.095 1.2610
O -4.050 0.239 -0.246 0.0866
C -3.713 0.097 1.043 -0.2523
C -4.735 0.219 1.982 0.0094
C -4.461 0.085 3.325 -0.0350
C -3.164 -0.179 3.776 -0.0610
C -2.149 -0.314 2.863 -0.0193
C -2.402 -0.182 1.486 -0.0908
C -1.304 -0.315 0.556 -0.3922
O -0.136 -0.808 0.981 -0.2814
N -1.376 -0.006 -0.694 0.0008
N -0.164 -0.203 -1.383 -0.2322
C -0.327 0.262 -2.639 -0.8896
S 0.800 0.020 -3.912 0.9033
C 0.121 1.331 -4.972 -0.4396
C -1.380 1.282 -4.814 -0.4440
S -1.757 1.107 -3.049 1.0497
H -3.261 0.191 -0.810 0.0496
H -5.736 0.423 1.625 0.1338
H -5.265 0.186 4.043 0.1215
H -2.964 -0.274 4.835 0.1138
H -1.136 -0.504 3.193 0.1154
H 0.441 1.122 -5.991 0.1025
H 0.542 2.279 -4.639 0.0839
H -1.823 0.436 -5.338 0.0959
H -1.848 2.206 -5.152 0.1023
C 2.447 -4.450 -0.289 -0.2256
P 1.174 -3.347 0.367 0.7456
C 1.041 -3.680 2.139 -0.2082
C -0.395 -3.839 -0.393 -0.2105
H 2.180 -5.485 -0.069 0.0727
H 3.410 -4.233 0.174 0.0545
H 2.533 -4.318 -1.367 0.0451
H 0.720 -4.711 2.290 0.0733
H 0.311 -3.008 2.590 0.0496
H 2.009 -3.539 2.622 0.0612
H -0.601 -4.888 -0.171 0.0729
H -0.338 -3.718 -1.475 0.0610
H -1.210 -3.230 0.000 0.0522
F 8.041 -1.329 1.214 0.1899
C 6.930 -1.288 0.515 -0.1101
C 6.969 -1.044 -0.852 -0.1173
F 8.126 -0.850 -1.449 0.1825
C 5.794 -1.003 -1.590 -0.2353
F 5.859 -0.773 -2.893 0.1195
C 4.555 -1.202 -0.992 -0.4498
Se 2.969 -1.193 -2.092 0.7584
C 4.581 -1.435 0.364 -0.2493
F 3.349 -1.625 0.996 -0.1674
C 5.707 -1.487 1.146 -0.1359
F 5.624 -1.713 2.446 0.1655
S -0.726 4.563 -2.275 0.7072
C -0.057 3.565 -1.169 -1.0802
S 1.575 2.917 -1.319 1.0115
C 1.334 2.036 0.168 -1.0579
N 0.171 2.211 0.703 0.0385
N -0.591 3.054 -0.008 -0.1120
C -1.885 3.355 0.562 -0.2079
C -3.023 3.401 -0.226 -0.0535
C -4.245 3.654 0.379 -0.0525
C -4.321 3.853 1.749 -0.0589
C -3.172 3.800 2.526 -0.0545
C -1.945 3.555 1.936 -0.0104
S 2.532 1.026 0.954 0.7095
H -2.962 3.252 -1.293 0.0630
H -5.139 3.696 -0.228 0.1198
H -5.277 4.060 2.212 0.1170
H -3.227 3.962 3.594 0.1166
H -1.043 3.517 2.531 0.1184
```

***

5.
A structure of composition C27H23F6I2KN6O10S2 at a distorted geometry, computed with ωB97M-V/def2-TZVPD.

## Properties
Net charge   -2
Kohn-Sham gap   6.019 eV
Energy relative to the best compared isomer or geometry (same formula, charge and spin)   150.1 kJ/mol

Structure (XYZ):
```
77
Properties=species:S:1:pos:R:3:lowdin_charge:R:1
K -0.109 0.473 -0.468 0.7934
I -2.935 2.360 7.143 0.7290
C -2.441 1.694 5.215 -0.7667
C -1.359 0.852 5.036 -0.2686
C -1.067 0.411 3.764 -0.6182
I 0.554 -0.878 3.453 0.9184
C -1.805 0.772 2.596 -0.4753
O -1.513 0.329 1.447 -0.2687
C -2.918 1.668 2.845 -0.1399
C -3.756 2.241 1.696 -0.1720
N -3.946 1.440 0.495 -0.0593
C -4.524 0.146 0.763 -0.1892
C -4.339 -0.813 -0.387 -0.2584
C -5.144 -1.949 -0.473 -0.0472
C -4.928 -2.856 -1.490 -0.0985
C -3.913 -2.604 -2.400 -0.0856
C -3.167 -1.452 -2.237 -0.1299
N -3.368 -0.570 -1.262 0.1370
C -3.206 2.090 4.125 -0.1548
H -0.755 0.537 5.876 0.0684
H -3.297 3.183 1.379 0.1218
H -4.747 2.490 2.097 0.1064
H -3.018 1.269 0.131 0.0692
H -5.596 0.262 0.967 0.1184
H -4.082 -0.346 1.645 0.1282
H -5.916 -2.112 0.270 0.1052
H -5.532 -3.751 -1.568 0.0951
H -3.690 -3.288 -3.208 0.0947
H -2.360 -1.226 -2.921 0.0848
H -4.052 2.754 4.277 0.0883
O 2.205 0.404 0.265 -0.1059
C 3.041 1.281 0.385 -0.2368
C 2.864 2.717 0.299 -0.1139
C 4.013 3.477 0.453 0.0341
C 3.986 4.858 0.373 -0.1879
C 2.761 5.523 0.115 -0.0146
C 1.621 4.811 -0.041 -0.0036
C 1.576 3.362 0.049 -0.3866
O 0.510 2.743 -0.078 -0.1063
N 5.178 5.606 0.543 -0.3836
O 5.123 6.835 0.472 0.0035
O 6.235 5.014 0.766 0.0050
H 4.096 0.992 0.587 0.1228
H 4.959 2.983 0.637 0.1185
H 2.763 6.601 0.040 0.1064
H 0.680 5.300 -0.256 0.1111
N -2.035 -3.444 0.421 0.1921
C -0.937 -3.746 0.621 -0.2728
N 0.303 -4.204 0.757 -0.0973
C 1.482 -3.429 0.376 -0.1140
C 2.543 -4.406 -0.097 -0.1698
O 2.837 -5.382 0.900 -0.1363
C 1.685 -6.115 1.250 -0.2085
C 0.580 -5.206 1.774 -0.1298
H 1.857 -2.869 1.241 0.1002
H 1.261 -2.717 -0.408 0.1012
H 3.475 -3.883 -0.301 0.1304
H 2.204 -4.907 -1.013 0.1293
H 1.988 -6.832 2.015 0.1201
H 1.310 -6.665 0.374 0.1240
H 0.905 -4.723 2.705 0.1254
H -0.326 -5.777 1.972 0.1284
F 0.748 -0.795 -5.680 0.1313
C 0.135 -0.851 -4.503 -0.6565
F -0.867 0.028 -4.492 0.1270
F -0.404 -2.082 -4.403 0.1055
S 1.298 -0.608 -3.048 0.5686
O 0.649 -1.392 -2.031 -0.3765
O 2.563 -1.053 -3.550 -0.2635
N 1.237 0.897 -2.606 -0.3530
S 1.785 2.018 -3.594 0.6042
O 1.464 1.782 -4.971 -0.2775
O 1.523 3.294 -3.017 -0.2507
C 3.656 1.871 -3.532 -0.6537
F 4.125 1.185 -4.575 0.1233
F 4.189 3.097 -3.585 0.1249
F 4.083 1.283 -2.416 0.1357
```

***

6.
An isolated molecule of C27H23FN2O4, computed with ωB97M-V/def2-TZVPD.

## Properties
SMILES   COc1ccc([C@@H]2Nc3ccccc3C(=O)N2Cc2ccco2)cc1COc1ccccc1F
Kohn-Sham gap   8.648 eV

Structure (XYZ):
```
57
Properties=species:S:1:pos:R:3:lowdin_charge:R:1
C 0.052 -4.512 3.219 -0.0772
O -0.484 -4.082 1.988 -0.0835
C 0.055 -2.982 1.391 -0.2263
C 1.107 -2.234 1.904 0.0028
C 1.562 -1.111 1.233 -0.0001
C 0.997 -0.735 0.025 -0.1429
C 1.415 0.542 -0.693 -0.2247
N 2.842 0.695 -0.824 0.1062
C 3.574 1.280 0.176 -0.2286
C 4.947 1.069 0.299 -0.0261
C 5.663 1.721 1.284 -0.0847
C 5.031 2.591 2.162 -0.0910
C 3.673 2.813 2.040 -0.0113
C 2.937 2.167 1.054 -0.0808
C 1.494 2.438 0.921 -0.3890
O 0.916 3.290 1.574 0.0636
N 0.838 1.689 -0.014 0.0348
C -0.606 1.834 -0.132 -0.0434
C -1.051 2.098 -1.529 -0.2471
C -1.271 3.258 -2.209 -0.0063
C -1.698 2.886 -3.508 -0.0534
C -1.703 1.527 -3.523 -0.1220
O -1.310 1.039 -2.334 0.0091
C -0.037 -1.500 -0.500 0.0276
C -0.528 -2.602 0.172 -0.1213
C -1.695 -3.392 -0.368 -0.1218
O -2.418 -2.731 -1.380 -0.0153
C -3.076 -1.583 -1.072 -0.2132
C -3.173 -1.009 0.191 -0.0143
C -3.862 0.180 0.375 -0.0879
C -4.469 0.820 -0.688 -0.0826
C -4.395 0.262 -1.954 -0.0168
C -3.707 -0.918 -2.130 -0.2118
F -3.622 -1.446 -3.371 0.0769
H 1.105 -4.792 3.121 0.0972
H -0.053 -3.745 3.993 0.0979
H -0.529 -5.389 3.499 0.0950
H 1.573 -2.506 2.837 0.1054
H 2.363 -0.529 1.664 0.1176
H 0.994 0.513 -1.711 0.1545
H 3.296 -0.042 -1.343 0.1478
H 5.441 0.392 -0.382 0.1083
H 6.725 1.546 1.371 0.1030
H 5.598 3.093 2.930 0.0980
H 3.150 3.490 2.698 0.1185
H -1.098 0.925 0.234 0.1244
H -0.872 2.679 0.508 0.1346
H -1.146 4.251 -1.829 0.1139
H -1.963 3.541 -4.312 0.1002
H -1.956 0.815 -4.284 0.1234
H -0.478 -1.218 -1.444 0.1244
H -1.332 -4.309 -0.845 0.1476
H -2.353 -3.686 0.461 0.1363
H -2.702 -1.482 1.038 0.1181
H -3.914 0.608 1.364 0.1080
H -4.995 1.750 -0.539 0.1053
H -4.854 0.735 -2.807 0.1230
```

***

7.
A structure of composition C27H23FO4S2 at a distorted geometry, computed with ωB97M-V/def2-TZVPD.

## Properties
Kohn-Sham gap   6.580 eV

Structure (XYZ):
```
57
Properties=species:S:1:pos:R:3:lowdin_charge:R:1
F 0.564 -0.637 1.419 -0.0982
C 0.220 0.680 0.665 -0.1996
S 1.672 1.898 1.032 0.8243
C 2.972 0.677 1.405 -0.2670
C 3.643 -0.045 0.408 -0.0553
C 4.233 -1.289 0.699 -0.0540
C 4.222 -1.742 2.037 -0.0674
C 3.664 -0.948 3.068 -0.0672
C 3.049 0.265 2.737 -0.0789
O 2.360 2.517 -0.105 -0.3036
O 1.244 2.750 2.172 -0.3097
S -1.704 0.588 1.003 0.9698
C -2.756 0.440 2.463 -0.2548
C -2.925 -0.856 2.961 -0.0634
C -4.191 -1.254 3.386 -0.0659
C -5.258 -0.354 3.336 -0.0716
C -5.023 0.982 3.011 -0.0666
C -3.743 1.411 2.663 -0.0605
O -2.519 1.743 0.379 -0.3374
O -1.798 -0.834 0.579 -0.2990
H 3.718 0.345 -0.612 0.1033
H 4.708 -1.891 -0.117 0.1209
H 4.661 -2.727 2.267 0.1068
H 3.681 -1.293 4.122 0.1137
H 2.643 0.905 3.521 0.1146
H -2.085 -1.541 2.983 0.1192
H -4.356 -2.275 3.723 0.1084
H -6.280 -0.695 3.524 0.1099
H -5.831 1.709 3.018 0.1086
H -3.505 2.463 2.517 0.1204
C 4.014 -1.750 -3.707 -0.0593
C 2.975 -0.990 -2.931 -0.2907
C 2.941 0.410 -3.042 -0.0374
C 2.003 1.145 -2.321 -0.0272
C 1.099 0.481 -1.476 -0.2673
C -0.079 1.172 -0.891 -0.2416
C -1.316 0.928 -1.650 -0.2172
C -2.414 1.879 -1.465 -0.0933
C -3.797 1.490 -1.647 -0.0896
C -4.104 0.188 -2.026 -0.0989
C -3.032 -0.662 -2.372 -0.1050
C -1.688 -0.263 -2.289 -0.0423
C 1.139 -0.902 -1.335 -0.0390
C 2.052 -1.645 -2.103 -0.0217
H 3.782 -2.817 -3.636 0.0720
H 3.917 -1.448 -4.764 0.0855
H 5.065 -1.590 -3.388 0.0886
H 3.728 0.939 -3.591 0.1229
H 1.953 2.229 -2.397 0.1221
H 0.072 2.219 -0.624 0.1348
H -2.223 2.945 -1.532 0.1259
H -4.605 2.151 -1.294 0.1081
H -5.121 -0.261 -1.847 0.1190
H -3.249 -1.717 -2.569 0.0989
H -0.974 -0.976 -2.680 0.1088
H 0.430 -1.409 -0.672 0.1241
H 2.153 -2.738 -2.016 0.1195
```

***

no.,total energy (eV)
1,-48504.15225
2,-49882.73110
3,-122134.31491
4,-182364.56206
5,-128290.23989
6,-42259.79412
7,-60940.61000